C23H40Br12NO5S2 | the ωB97M-V functional and the def2-TZVPD basis

```
83
Properties=species:S:1:pos:R:3:lowdin_charge:R:1
H 0.8133 -4.5820 -8.7851 0.050
C 0.4711 3.5665 -1.8117 -0.162
Br -1.5814 -4.1859 -0.9190 0.983
H -3.8380 4.4181 0.2923 0.058
C -1.1915 -0.1625 -0.2573 -0.222
C -2.3803 -5.6973 1.3893 -0.714
Br 1.7351 7.4633 3.7651 0.618
H 1.1881 -2.8874 -4.5726 0.094
C -2.3591 -7.5850 5.2735 -0.695
H -0.1242 0.8143 -4.8767 0.083
C 2.1412 2.4689 0.1325 -0.056
H -0.3623 -0.9898 -5.5348 0.076
H 4.3517 8.3900 4.7650 0.052
O 0.4440 -1.7305 -2.8351 -0.312
C 0.8995 3.2598 5.1893 -0.681
Br -4.6895 -7.6984 3.6092 0.623
O -2.0518 -0.0634 -2.9964 -0.403
C 1.5407 0.0901 1.4396 -0.109
H -1.9297 -7.3930 6.2596 0.057
C 1.4408 -2.0080 -3.8670 -0.251
H 1.0901 -1.9911 -9.0489 0.049
O -0.1705 -4.1710 -2.1981 -0.669
Br -1.4656 3.6345 0.2916 0.874
C 0.3556 -0.0637 -5.4895 -0.361
H -0.3450 -5.7543 0.5919 0.048
H 0.1824 4.3739 -2.6068 0.089
H 0.6861 0.2937 -6.5458 0.021
C 4.0491 7.5969 5.4518 -0.683
Br -1.8356 -4.4216 2.7619 0.568
Br 3.2174 -4.0124 -8.7388 0.569
C 1.3750 -3.9409 -8.1012 -0.691
Br 0.0785 3.3110 3.4204 0.614
H -1.5673 -6.6054 -0.3859 0.055
Br -1.4888 -9.2157 4.6506 0.586
H -0.2454 -2.5260 -7.9984 0.070
H 2.4684 -2.2612 -3.3529 0.144
H -3.3375 6.9880 0.3258 0.052
S -2.3054 -0.7080 -1.6352 0.675
C -1.3846 -5.7386 0.2550 -0.606
C -0.5290 2.3107 -1.5695 -0.236
H -1.5086 2.3079 -2.1909 0.096
C 1.1221 1.2131 0.3115 -0.150
H 4.4680 7.7991 6.4404 0.056
Br 1.5361 -1.4725 -6.6427 1.020
H 2.5464 4.5246 -1.1261 0.078
H -1.7915 0.0621 0.7288 0.131
H -2.0627 -6.7852 4.5911 0.001
H 2.2561 6.4712 5.9971 0.042
H 1.9068 0.2138 -3.8530 0.134
H -1.6266 6.5670 0.5831 0.052
H 2.2160 -0.7322 0.9629 0.090
H 0.4433 4.0881 5.7371 0.052
C 1.7099 -0.5974 -4.6729 -0.427
H -0.4931 -1.0681 0.0207 0.108
H -4.1484 -8.7136 5.8261 0.048
Br 3.2743 1.8032 4.5085 0.647
Br 4.9271 5.9615 4.8538 0.648
O -1.3385 -3.2767 -4.1882 -0.362
C 1.8176 3.6259 -0.9478 -0.102
C 0.8396 -2.5291 -8.1317 -0.569
N -2.1779 -2.4365 -1.8122 -0.597
H -2.9327 5.0505 -1.1046 0.066
H 1.3656 -4.3860 -7.1039 0.053
H 2.0938 8.2421 6.0822 0.057
S -0.8020 -2.8737 -2.8137 0.647
C 2.3968 3.4388 5.1059 -0.736
H -4.3066 -6.9434 5.9302 0.057
H -2.4240 -6.6627 1.9007 0.001
C 2.5526 7.4153 5.5348 -0.692
H 2.7002 4.2315 4.4192 -0.012
Br -3.0176 6.0690 2.5969 0.580
H 3.1262 2.5649 0.7636 0.087
H 2.1530 0.6000 2.3054 -0.003
H -3.3861 -5.4138 1.0724 0.046
C -0.2524 1.1124 -0.5572 -0.224
H 0.5702 -0.3655 1.9235 0.084
C -2.9123 4.9054 -0.0216 -0.611
H 2.6621 -0.6551 -5.3590 0.029
C -2.6550 6.2144 0.6860 -0.692
H 2.8163 3.6402 6.0946 0.047
C -3.8548 -7.7656 5.3702 -0.689
O -3.7554 -0.3475 -1.2110 -0.407
H 0.6008 2.3165 5.6516 0.052
```

Values from the calculation:
Net charge: -1
HOMO energy (eV): -2.78

***

C23H40BrClNO3S3 | the ωB97M-V functional and the def2-TZVPD basis

```
72
Properties=species:S:1:pos:R:3:lowdin_charge:R:1
C -0.7530 -1.9281 1.1872 -0.110
H -0.0738 2.0565 0.3856 0.126
H -6.3282 -3.2690 2.4616 0.082
H 9.1619 1.6654 2.2528 0.042
H 4.4772 -2.1364 3.1003 0.056
C -6.1601 0.2881 -0.8884 -0.222
C 2.6177 0.3811 1.5578 0.174
H 1.0055 1.6782 -0.9224 0.138
C -7.1760 -3.5168 1.8168 -0.107
C -0.6576 -1.2681 -3.0845 0.190
H -7.3653 1.1388 -2.4364 0.116
O 10.1077 -0.2819 0.2883 -0.547
H -6.0135 3.0532 -2.9182 0.109
H -5.8680 0.3640 -2.9993 0.110
H -6.7406 0.8191 -0.1310 0.121
H -6.1242 -1.6707 -1.7434 0.118
H -6.7258 -1.2065 1.2111 0.123
C -3.3145 2.7605 -1.1194 -0.224
H 6.1265 -0.9423 4.5274 0.061
H -1.6102 3.4233 -2.2808 0.112
O 5.6626 0.1715 1.9713 -0.575
H 8.5118 2.3643 -1.4900 0.054
H -3.4769 2.0654 -0.2957 0.066
H 9.1773 0.8864 -2.2274 0.049
H -5.1100 0.2898 -0.5745 0.093
C -1.8124 2.9009 -1.3480 -0.181
S 6.4207 -1.0993 2.1586 0.800
C -0.6212 -0.4547 1.3580 -0.528
H 3.4907 0.8076 2.0140 0.045
H -1.1639 -1.2467 -4.0238 0.071
Br -0.2967 -4.0813 -0.4878 0.941
H -8.0853 -3.0372 2.1812 0.091
H -1.3095 -2.5485 1.8751 0.152
N -0.2024 -2.3268 0.1164 -0.431
H -1.3616 3.4764 -0.5384 0.106
C 0.5387 -1.2576 -0.7271 -0.658
H -3.7483 2.7910 -3.2262 0.114
C 9.2515 2.0362 1.2341 -0.261
C -6.6351 -1.1715 -0.9186 -0.177
H 8.4984 2.8038 1.0577 0.057
Cl -2.3216 0.0939 1.2955 0.779
H 10.2534 2.4337 1.0731 0.060
C -5.5947 2.3611 -2.1899 -0.198
C 0.3251 -0.0019 0.2133 -0.386
H -7.2867 -4.5977 1.8358 0.086
C -1.1206 1.5112 -1.4060 -0.216
H -0.7401 1.3846 -2.4188 0.101
C 0.0752 1.3717 -0.4516 -0.113
C 6.9724 -1.1284 3.8655 -0.252
C -4.0649 2.2335 -2.3450 -0.200
C -6.3036 1.0041 -2.2303 -0.211
S 8.9683 0.6550 0.1194 0.765
O -6.9260 -3.1153 0.4801 -0.187
C 9.2624 1.5798 -1.3937 -0.267
C -6.3321 -1.8359 0.4047 -0.268
H -5.8054 2.8020 -1.2124 0.105
H -1.8435 0.7095 -1.2792 0.067
H 10.2645 2.0074 -1.3704 0.060
C -0.1148 -1.2655 -2.0233 -0.183
H -3.8146 1.1783 -2.4754 0.100
H -0.2175 -0.1825 2.3260 0.127
H 2.1109 -2.2820 -2.1614 -0.087
H 4.7007 -2.5250 1.3732 0.031
C 5.2020 -2.4092 2.3324 -0.266
H -3.7266 3.7304 -0.8388 0.117
H 7.7167 -0.3446 3.9869 0.049
S 2.2585 -1.7983 -0.9200 0.901
H 5.7073 -3.3379 2.5955 0.058
H -5.2424 -1.9120 0.5284 0.114
H 7.4247 -2.0960 4.0801 0.061
H -7.7070 -1.1914 -1.1129 0.125
C 1.6056 0.1892 0.9452 -0.168
```

Values from the calculation:
Net charge: +1
HOMO energy (eV): -10.33

***

C23H40Cl3N4O3RuSi | the ωB97M-V functional and the def2-TZVPD basis

```
75
Properties=species:S:1:pos:R:3:mulliken_spin:R:1
H -5.5688 -1.5894 -0.4600 0.000
C -2.2598 -1.0387 -0.9627 -0.028
H -4.7046 -1.3035 4.0653 0.000
H 4.5501 4.2769 -1.4566 -0.001
H 4.8251 -0.0688 -0.8291 0.001
H 4.6245 3.2843 2.1077 -0.001
H -3.2425 -3.2488 3.5030 0.000
C 1.6898 -1.6562 -2.0352 -0.013
C 0.4604 -2.4898 -0.0992 0.020
Cl 1.9735 2.6506 -0.8405 0.006
C -4.4923 -0.9766 3.0388 0.002
C -0.0487 -3.3868 -2.3382 -0.002
C -3.4483 -1.7458 -0.7910 -0.002
H 1.5154 0.3862 6.4147 0.001
H -1.1149 2.1472 -0.9892 0.006
H 5.7212 0.5496 0.5758 -0.001
H -3.4191 -2.8329 -0.8564 0.000
Ru 0.6970 0.3704 1.2682 3.850
C 3.7460 3.3405 1.4526 -0.001
C -0.0936 2.2574 -3.4422 0.002
H 2.2411 -2.2849 -2.7425 0.000
C -1.7104 0.3618 -5.1290 -0.001
H 0.8943 2.2674 -2.9599 -0.002
H 0.0278 2.1057 -4.5211 0.000
O -1.0664 -0.8005 1.9594 0.062
H -3.2590 -3.2275 1.7242 0.000
H -1.3227 -1.5080 -1.2767 0.002
H -4.6092 0.1092 2.9646 0.000
H -2.4182 -0.3302 -3.2011 0.001
H 2.3428 -1.2610 -1.2530 0.002
C 5.2616 0.8346 -0.3818 0.021
H 3.0534 -1.1486 2.8359 0.000
H 2.8509 3.0971 2.0415 0.002
H 6.0852 1.1309 -1.0443 0.001
Si 3.9119 2.2238 -0.0840 0.005
C -2.2157 -0.4359 2.3217 -0.003
C 2.7040 -0.5986 4.8368 0.027
H 3.6301 4.3788 1.1120 -0.002
C -1.7030 0.3632 -3.6410 0.002
Cl 2.9727 0.4481 1.0329 0.197
H -1.8711 -0.6634 -5.4831 0.000
H -2.5263 0.9669 -5.5509 0.001
H -0.3437 -3.1706 0.2476 0.004
H -5.5268 0.9063 -0.2047 0.000
C 1.6246 0.0705 5.3930 -0.004
C -2.2594 0.3433 -0.8794 0.023
H -3.3274 2.1404 -0.4488 0.000
H -1.7275 -2.8985 2.5997 -0.001
H 5.4312 2.8350 -2.0672 0.000
H -5.2163 -1.4636 2.3720 0.000
N -3.1293 -1.3438 2.6738 0.003
H -0.7672 0.7193 -5.5549 0.000
H 1.2203 -0.8183 -2.5670 0.005
C 0.7214 0.3186 4.3563 0.032
C -4.6118 0.3498 -0.4190 0.002
O 0.1573 0.5412 -0.8149 0.295
C 5.0713 3.3542 -1.1644 0.004
O 1.1539 -1.8132 0.7015 0.042
N 1.2189 -0.1815 3.1923 0.083
H 5.9326 3.5906 -0.5184 0.000
H 3.6404 -0.9260 5.2664 0.002
H 0.6890 -3.9493 -2.9243 0.000
H -0.1953 0.8792 4.3614 -0.002
C -4.6291 -1.0420 -0.5535 -0.001
H -0.6697 -2.8136 -3.0398 0.001
N 0.6397 -2.4678 -1.4326 0.012
H -0.5530 3.2508 -3.2802 0.000
N 2.4208 -0.7680 3.5332 0.021
C -1.0093 1.1002 -1.3327 -0.035
H -0.6895 -4.0784 -1.7813 0.000
C -2.8126 -2.7680 2.6184 0.003
H -2.5118 0.6276 2.3580 -0.003
Cl -0.2744 2.2979 1.8426 0.326
C -0.9392 1.1714 -2.8709 0.021
C -3.4126 1.0513 -0.5483 0.007
```

Values from the calculation:
Energy relative to the best compared isomer or geometry (same formula, charge and spin) (eV): 0.065
Multiplicity: 6
Net charge: 0
HOMO energy (alpha / beta) (eV): -6.79 / -7.70

***

no.,strongest force on any atom (eV/Å)
1,17.361
2,1.910
3,4.644